18
Properties=species:S:1:pos:R:3:nbo_charge:R:1 method="wB97M-V/def2-TZVPD" relative_energy_kj_mol=55.0 gap_ev=8.832 energy_ev=-28497.0266 lumo_energy_ev=0.645 largest_force_ha_per_bohr=0.0275 spin_multiplicity=1 smiles=C[C@H](N)CSS.O
N -1.621 0.910 0.523 -0.8131
C -0.370 1.596 0.194 -0.0759
C -0.207 2.985 0.802 -0.6448
C 0.904 0.778 0.512 -0.5054
S 1.033 -0.987 -0.049 0.0634
S -0.411 -2.034 0.996 -0.1147
H -2.390 1.382 0.081 0.3575
H -1.791 1.090 1.509 0.3416
H -0.345 1.661 -0.897 0.1915
H -0.795 3.246 1.684 0.2140
H -0.510 3.762 0.092 0.2200
H 0.826 3.239 1.055 0.2137
H 1.205 0.841 1.553 0.2075
H 1.685 1.174 -0.130 0.2320
H -0.175 -1.419 2.152 0.1143
H 0.388 -1.204 -3.342 0.4663
H -0.480 -0.254 -2.635 0.4672
O 0.074 -0.320 -3.402 -0.9351



14
Properties=species:S:1:pos:R:3:nbo_charge:R:1 method="wB97M-V/def2-TZVPD" relative_energy_kj_mol=227.8 gap_ev=9.308 energy_ev=-11318.6811 lumo_energy_ev=0.329 largest_force_ha_per_bohr=0.0769 spin_multiplicity=1 smiles="C=C(/N=C/N)C(=O)O"
C -1.840 0.313 0.261 0.3275
C 0.409 0.521 -0.224 0.0237
C 0.336 1.839 -0.346 -0.3990
C 1.595 -0.345 0.014 0.7561
H -2.909 -1.470 -0.296 0.4264
H -3.827 0.033 0.411 0.3993
H -1.967 1.245 0.951 0.1937
H 1.133 2.440 0.116 0.2188
H -0.431 2.520 -0.559 0.2001
H 0.217 -1.669 -0.404 0.5305
N -2.974 -0.531 0.129 -0.8337
N -0.790 -0.220 -0.193 -0.5909
O 1.218 -1.552 -0.223 -0.6714
O 2.673 0.075 0.472 -0.5812



127
Properties=species:S:1:pos:R:3:lowdin_charge:R:1 method="wB97M-V/def2-TZVPD" gap_ev="1.825 / 1.823" energy_ev=-84024.7849 lumo_energy_ev="-14.157 / -14.157" largest_force_ha_per_bohr=0.1287 s2=0.759 spin_multiplicity=2 total_charge=+4
Hf -2.446 3.636 1.175 2.2473
C -1.430 -1.130 1.028 -0.6327
F -2.607 -0.905 0.575 0.1609
F -1.596 -1.397 2.295 0.1681
F -0.804 -2.182 0.370 0.1266
S -0.392 0.491 0.871 0.6492
O 0.705 0.378 1.848 -0.2590
O 0.108 0.549 -0.494 -0.2967
O -1.283 1.659 1.094 -0.4171
C 1.715 -3.655 1.502 -0.1498
O 2.960 -3.551 2.200 -0.1108
H 1.706 -4.434 0.739 0.0839
H 0.924 -3.945 2.193 0.0715
H 1.474 -2.711 1.013 0.0530
H 3.712 -3.474 1.608 0.0908
C -0.040 -3.269 -2.974 -0.0324
C 0.650 -2.536 -4.150 -0.3966
C 0.759 -3.321 -5.455 -0.1700
O -0.603 -3.648 -5.891 -0.1942
C -0.635 -4.572 -6.976 -0.0965
N -0.117 -1.330 -4.444 0.0074
H 0.589 -4.082 -2.612 0.0916
H -1.093 -3.475 -3.168 0.0731
H -0.213 -2.586 -2.142 0.0395
H 1.662 -2.234 -3.883 0.1261
H 1.478 -4.110 -5.238 0.1275
H 1.272 -2.816 -6.274 0.1288
H -1.606 -4.969 -7.274 0.0907
H -0.118 -5.474 -6.647 0.0874
H -0.150 -4.244 -7.895 0.0920
H -1.073 -1.633 -4.563 0.0748
H 0.007 -0.829 -5.312 0.0981
C 3.169 0.481 -4.112 -0.0304
C 2.654 0.358 -2.681 -0.4160
C 3.279 1.170 -1.572 -0.1667
O 4.688 0.761 -1.380 -0.1589
C 5.420 1.791 -0.776 -0.1145
N 1.194 0.548 -2.720 0.0777
H 2.492 0.198 -4.917 0.0751
H 4.097 -0.076 -4.244 0.0903
H 3.547 1.494 -4.246 0.0827
H 2.815 -0.683 -2.402 0.1343
H 2.688 1.156 -0.656 0.1047
H 3.192 2.180 -1.971 0.1045
H 5.205 2.685 -1.361 0.0812
H 6.491 1.606 -0.684 0.1067
H 4.995 1.984 0.209 0.0646
H 0.828 -0.259 -3.205 0.0054
H 0.722 0.473 -1.830 -0.0364
C -2.358 0.885 -2.425 0.0019
C -2.017 2.327 -1.974 -0.3783
C -1.964 3.376 -3.118 -0.1061
O -1.655 4.677 -2.531 -0.2684
C -1.661 5.747 -3.500 -0.0329
N -2.983 2.795 -1.016 -0.0160
H -2.368 0.209 -1.571 0.0633
H -1.579 0.393 -3.009 0.0753
H -3.275 0.793 -3.006 0.1063
H -1.012 2.279 -1.554 0.0974
H -2.854 3.356 -3.747 0.1499
H -1.172 3.069 -3.800 0.1506
H -2.647 5.949 -3.918 0.1042
H -1.091 5.531 -4.404 0.1087
H -1.268 6.668 -3.069 0.1050
H -3.751 2.142 -1.061 0.1000
H -3.455 3.485 -1.584 0.1145
C 1.382 4.787 -0.985 0.0045
C 0.467 4.092 -0.021 -0.4168
C 0.937 4.120 1.386 -0.1350
O -0.138 3.820 2.328 -0.2860
C 0.481 3.336 3.532 -0.0184
N -0.856 4.749 -0.114 -0.0152
H 1.469 5.857 -0.796 0.1154
H 1.141 4.670 -2.041 0.1093
H 2.392 4.381 -0.922 0.1083
H 0.385 3.070 -0.389 0.1175
H 1.406 5.070 1.641 0.1624
H 1.761 3.406 1.382 0.1577
H 1.030 2.410 3.365 0.0955
H -0.215 3.183 4.357 0.0998
H 1.155 4.138 3.835 0.1245
H -0.899 4.912 -1.110 0.0440
H -0.539 5.701 0.001 0.1321
C 3.202 -1.003 5.877 -0.0295
C 2.831 -0.356 4.477 -0.3935
C 3.979 -0.323 3.422 -0.1943
O 5.157 0.242 3.956 -0.1676
C 6.237 0.213 3.061 -0.0948
N 1.703 -1.036 3.901 0.0385
H 3.818 -0.297 6.435 0.0750
H 3.804 -1.910 5.819 0.0806
H 2.353 -1.299 6.494 0.0690
H 2.476 0.653 4.689 0.1156
H 3.702 0.280 2.557 0.1061
H 4.185 -1.282 2.948 0.1129
H 6.013 0.806 2.174 0.0631
H 6.452 -0.790 2.691 0.0956
H 7.119 0.684 3.494 0.1029
H 1.517 -0.509 3.060 -0.0134
H 2.066 -1.918 3.567 0.0485
C -2.527 -4.225 3.580 -0.0242
C -3.892 -3.944 2.943 -0.3717
C -4.401 -5.022 1.939 -0.0611
O -3.535 -5.214 0.773 -0.0417
C -3.535 -4.269 -0.268 -0.0321
N -4.847 -3.899 4.011 0.2295
H -2.211 -3.464 4.293 0.0959
H -1.671 -4.406 2.929 0.0892
H -2.599 -5.092 4.237 0.1029
H -3.791 -2.942 2.526 0.1280
H -5.447 -4.841 1.688 0.1447
H -4.422 -5.967 2.482 0.1565
H -4.494 -4.334 -0.781 0.1198
H -2.745 -4.556 -0.963 0.1118
H -3.267 -3.268 0.068 0.0727
H -5.738 -3.657 3.601 0.1317
H -4.935 -4.787 4.485 0.1465
C -3.223 1.514 3.514 -0.1841
C -4.385 1.316 2.579 -0.1433
O -4.069 1.779 1.237 -0.1603
O -2.701 2.809 3.387 -0.1238
H -2.437 0.773 3.366 0.1324
H -3.662 1.354 4.499 0.1699
H -5.262 1.918 2.814 0.1486
H -4.692 0.283 2.742 0.1512
H -4.757 1.418 0.673 0.1321
H -2.608 3.117 4.291 0.1518